Record 1
Below is C46H38BiGeN2O8S5 as an isolated structure, with properties calculated with the ωB97M-V functional and the def2-TZVPD basis.

The geometry in XYZ format:
```
101
C46H38BiGeN2O8S5 (the ωB97M-V functional and the def2-TZVPD basis)
Bi 0.278 0.232 0.380
C -3.585 3.030 1.323
O -3.794 2.341 2.552
C -2.725 2.302 3.406
C -2.974 2.602 4.725
C -1.967 2.539 5.692
C -0.698 2.197 5.291
C -0.411 1.871 3.957
C 0.969 1.599 3.637
N 1.436 1.323 2.476
N 2.825 1.209 2.457
C 3.286 1.181 1.228
O 2.618 1.292 0.154
C 4.773 1.008 1.109
C 5.397 1.356 -0.085
C 6.762 1.181 -0.245
C 7.519 0.640 0.785
C 6.902 0.286 1.978
C 5.538 0.474 2.141
C -1.435 1.849 2.973
O -1.284 1.380 1.777
H -4.558 3.065 0.837
H -3.229 4.048 1.516
H -2.872 2.511 0.692
H -3.989 2.884 4.985
H -2.185 2.770 6.728
H 0.115 2.170 6.009
H 1.689 1.709 4.451
H 4.785 1.754 -0.885
H 7.234 1.455 -1.182
H 8.585 0.487 0.659
H 7.483 -0.147 2.783
H 5.042 0.205 3.063
O 3.776 -6.230 0.476
C 3.182 -5.181 0.433
S 2.621 -4.414 -1.049
C 1.875 -2.987 -0.332
C 1.947 -2.909 1.061
S 1.323 -1.691 2.048
S 2.766 -4.238 1.869
S 1.109 -1.900 -1.344
C -1.860 4.329 -3.131
S -1.450 3.613 -1.534
C 0.334 3.831 -1.593
H -1.330 3.786 -3.913
H -1.637 5.397 -3.176
H -2.930 4.190 -3.292
H 0.620 4.869 -1.419
H 0.709 3.498 -2.560
H 0.792 3.207 -0.825
O -0.608 1.474 -4.121
C 0.254 1.003 -3.366
O 0.103 0.600 -2.176
C 1.678 0.895 -3.935
C 2.770 0.682 -3.103
C 4.065 0.558 -3.612
C 4.206 0.652 -4.974
O 5.359 0.531 -5.734
C 4.968 0.841 -7.061
O 3.555 0.890 -7.127
C 3.123 0.869 -5.804
C 1.848 1.001 -5.321
H 2.613 0.627 -2.035
H 4.913 0.385 -2.962
H 5.331 0.058 -7.731
H 5.381 1.822 -7.338
H 0.985 1.183 -5.946
C -5.956 1.028 -0.604
C -4.817 1.024 -1.399
C -3.695 0.314 -1.001
C -3.692 -0.421 0.186
C -4.834 -0.396 0.978
C -5.958 0.323 0.591
Ge -2.102 -1.491 0.629
C -2.216 -3.038 -0.598
C -1.317 -4.097 -0.456
C -1.335 -5.190 -1.309
C -2.264 -5.245 -2.340
C -3.170 -4.207 -2.495
C -3.146 -3.121 -1.629
C -2.369 -2.279 2.425
C -2.398 -1.444 3.542
C -2.550 -1.951 4.825
C -2.674 -3.320 5.021
C -2.657 -4.167 3.923
C -2.510 -3.648 2.642
H -6.832 1.590 -0.908
H -4.793 1.590 -2.324
H -2.806 0.347 -1.627
H -4.854 -0.939 1.918
H -6.832 0.339 1.233
H -0.580 -4.070 0.341
H -0.613 -5.988 -1.176
H -2.276 -6.090 -3.020
H -3.897 -4.236 -3.299
H -3.865 -2.322 -1.774
H -2.301 -0.377 3.420
H -2.561 -1.267 5.666
H -2.785 -3.724 6.021
H -2.756 -5.238 4.058
H -2.509 -4.332 1.801
```

charge	-2
multiplicity	2
ΔE to the lowest compared entry with this formula, charge and spin	0.0	kcal per mole
frontier orbital gap (alpha / beta)	6.2 / 5.1	eV

Record 2
Below is C46H38DyN8O9S3 as an isolated structure in a non-equilibrium geometry, with properties calculated with the ωB97M-V functional and the def2-TZVPD basis.

The geometry in XYZ format:
```
105
C46H38DyN8O9S3 (the ωB97M-V functional and the def2-TZVPD basis)
Dy -0.032 -0.772 -0.282
O -1.420 0.928 1.168
C -1.745 2.112 1.036
C -1.357 3.007 -0.003
C -1.807 4.326 0.034
C -1.459 5.229 -0.956
C -0.611 4.822 -2.015
C -0.168 3.546 -2.085
C -0.530 2.543 -1.110
O -0.158 1.361 -1.236
N -1.944 6.545 -0.919
O -2.673 6.879 0.015
O -1.624 7.314 -1.826
H -2.411 2.570 1.803
H -2.445 4.663 0.840
H -0.340 5.558 -2.759
H 0.474 3.217 -2.889
C 13.453 4.614 -1.014
O 12.531 4.899 0.010
C 11.270 4.387 -0.092
C 10.401 4.710 0.951
C 9.104 4.248 0.952
C 8.635 3.441 -0.087
C 9.508 3.132 -1.130
C 10.809 3.592 -1.138
C 7.294 2.903 -0.113
N 6.823 2.146 -1.080
C 5.552 1.827 -0.724
C 5.238 2.411 0.502
N 6.363 3.092 0.876
C 3.976 2.255 1.125
C 3.649 2.774 2.383
C 2.381 2.569 2.873
C 1.467 1.875 2.081
N 1.753 1.360 0.903
C 2.994 1.504 0.418
C 3.328 0.838 -0.830
N 2.404 0.042 -1.400
C 2.717 -0.592 -2.513
C 3.962 -0.490 -3.143
C 4.924 0.314 -2.583
C 4.613 0.998 -1.403
H 14.375 5.121 -0.732
H 13.110 4.999 -1.980
H 13.643 3.538 -1.096
H 10.774 5.328 1.753
H 8.456 4.523 1.770
H 9.139 2.520 -1.938
H 11.457 3.325 -1.958
H 6.484 3.617 1.725
H 4.388 3.312 2.963
H 2.090 2.929 3.847
H 0.459 1.717 2.436
H 1.950 -1.221 -2.944
H 4.156 -1.045 -4.047
H 5.907 0.441 -3.012
O -1.828 -1.710 1.053
S -2.357 -1.277 2.357
C -4.163 -0.843 2.056
C -4.935 -1.961 1.453
C -4.507 -2.517 0.251
C -5.149 -3.617 -0.284
C -6.257 -4.152 0.354
C -6.720 -3.577 1.526
C -6.055 -2.498 2.081
C -2.660 -2.884 3.268
C -1.319 -3.523 3.387
C -0.598 -3.460 4.573
C 0.681 -3.980 4.642
C 1.252 -4.555 3.519
C 0.544 -4.612 2.329
C -0.743 -4.110 2.262
H -4.093 0.004 1.376
H -4.573 -0.524 3.014
H -3.630 -2.130 -0.241
H -4.756 -4.053 -1.189
H -6.751 -5.022 -0.054
H -7.597 -3.978 2.015
H -6.404 -2.067 3.010
H -3.346 -3.471 2.663
H -3.096 -2.639 4.236
H -1.043 -3.002 5.446
H 1.239 -3.922 5.568
H 2.255 -4.951 3.571
H 0.995 -5.035 1.444
H -1.301 -4.162 1.338
C -4.666 -0.945 -4.241
N -4.024 -0.429 -3.069
C -4.441 0.633 -2.319
C -3.542 0.750 -1.301
N -2.588 -0.218 -1.406
C -2.910 -0.905 -2.478
H -4.992 -0.123 -4.879
H -5.538 -1.547 -3.978
H -3.962 -1.567 -4.789
H -5.317 1.197 -2.565
H -3.530 1.485 -0.520
H -2.376 -1.759 -2.844
N 1.553 -1.281 2.891
C 1.072 -1.153 1.840
O -0.146 -1.442 -2.421
S 0.245 -2.833 -2.041
O 0.978 -3.484 -3.113
O 1.023 -2.715 -0.784
S -1.432 -3.790 -1.613
```

charge	-1
multiplicity	6
ΔE to the lowest compared entry with this formula, charge and spin	0.0	kcal per mole
frontier orbital gap (alpha / beta)	6.8 / 6.8	eV

Record 3
Below is C46H38N5O2P2Ti as an isolated structure in a non-equilibrium geometry, with properties calculated with the ωB97M-V functional and the def2-TZVPD basis.

The geometry in XYZ format:
```
94
C46H38N5O2P2Ti (the ωB97M-V functional and the def2-TZVPD basis)
Ti 1.607 0.748 -0.267
C 5.528 1.408 -2.428
C 6.235 0.310 -1.960
C 5.684 -0.474 -0.952
C 4.461 -0.101 -0.410
N 3.762 0.960 -0.887
C 4.282 1.683 -1.876
C 3.848 -0.684 0.801
C 4.356 -1.653 1.664
C 3.709 -1.846 2.884
C 2.644 -1.035 3.269
C 2.182 -0.091 2.354
N 2.733 -0.022 1.132
C 1.272 1.049 2.547
C 0.946 1.584 3.786
C 0.364 2.846 3.841
C 0.084 3.512 2.657
C 0.353 2.883 1.447
N 0.985 1.703 1.384
H 5.936 2.050 -3.191
H 7.204 0.072 -2.365
H 6.207 -1.345 -0.590
H 3.688 2.524 -2.226
H 5.246 -2.211 1.415
H 4.096 -2.579 3.575
H 2.206 -1.127 4.252
H 1.191 1.056 4.693
H 0.171 3.314 4.793
H -0.326 4.510 2.670
H 0.150 3.380 0.500
O 1.100 1.900 -1.512
N 1.342 1.532 -2.743
N 1.693 0.323 -2.828
O 1.747 -0.419 -1.740
C 2.106 -0.217 -4.048
C 1.759 0.416 -5.244
C 2.238 -0.100 -6.431
C 3.077 -1.211 -6.427
C 3.413 -1.840 -5.235
C 2.922 -1.352 -4.039
H 1.114 1.280 -5.235
H 1.961 0.364 -7.366
H 3.455 -1.589 -7.363
H 4.050 -2.710 -5.238
H 3.167 -1.819 -3.097
C -1.596 -0.449 1.356
P -0.462 -0.613 -0.103
C -1.343 -0.074 -1.600
C -1.467 -0.903 -2.714
C -2.126 -0.439 -3.841
C -2.637 0.850 -3.870
C -2.448 1.705 -2.792
C -1.798 1.247 -1.660
C -0.335 -2.415 -0.226
C -1.480 -3.170 -0.477
C -1.398 -4.548 -0.499
C -0.187 -5.179 -0.250
C 0.956 -4.429 -0.011
C 0.887 -3.046 -0.007
P -2.364 1.251 1.587
C -2.493 1.395 3.409
C -2.695 2.692 3.880
C -2.946 2.919 5.221
C -2.977 1.850 6.104
C -2.739 0.565 5.645
C -2.500 0.327 4.302
C -4.108 0.868 1.179
C -5.120 1.501 1.904
C -6.440 1.153 1.694
C -6.768 0.200 0.739
C -5.767 -0.395 -0.019
C -4.444 -0.043 0.177
H -0.971 -0.677 2.229
H -2.376 -1.213 1.273
H -1.059 -1.905 -2.705
H -2.241 -1.088 -4.695
H -3.169 1.194 -4.743
H -2.801 2.725 -2.839
H -1.635 1.903 -0.809
H -2.430 -2.691 -0.667
H -2.282 -5.129 -0.707
H -0.139 -6.257 -0.239
H 1.897 -4.925 0.175
H 1.773 -2.434 0.169
H -2.681 3.516 3.176
H -3.125 3.924 5.568
H -3.199 2.023 7.144
H -2.759 -0.262 6.336
H -2.361 -0.689 3.963
H -4.872 2.245 2.646
H -7.216 1.619 2.281
H -7.801 -0.063 0.569
H -6.022 -1.140 -0.759
H -3.683 -0.480 -0.458
```

charge	+3
multiplicity	1
ΔE to the lowest compared entry with this formula, charge and spin	25.1	kcal per mole
frontier orbital gap	4.6	eV

Record 4
Below is C46H39IrN11O4S3 as an isolated structure in a non-equilibrium geometry, with properties calculated with the ωB97M-V functional and the def2-TZVPD basis.

The geometry in XYZ format:
```
104
C46H39IrN11O4S3 (the ωB97M-V functional and the def2-TZVPD basis)
Ir -0.496 -1.040 0.659
C -6.177 0.055 1.729
C -5.885 -0.159 0.388
C -4.729 -0.814 0.030
C -3.816 -1.252 1.014
C -4.129 -1.039 2.361
C -5.305 -0.404 2.709
N -2.630 -1.856 0.623
C -2.750 -2.895 -0.236
C -3.932 -3.633 -0.441
C -3.964 -4.659 -1.365
C -2.824 -4.990 -2.093
C -1.627 -4.318 -1.875
C -1.574 -3.293 -0.935
N -0.444 -2.596 -0.619
N 0.688 -2.958 -1.138
C 1.758 -2.278 -0.774
C 3.027 -2.596 -1.311
C 4.119 -1.859 -0.947
C 3.942 -0.811 -0.030
C 2.686 -0.552 0.474
N 1.598 -1.244 0.127
H -7.091 0.559 2.002
H -6.558 0.190 -0.382
H -4.491 -0.983 -1.012
H -3.461 -1.427 3.115
H -5.557 -0.266 3.749
H -4.808 -3.399 0.141
H -4.882 -5.205 -1.515
H -2.868 -5.787 -2.820
H -0.731 -4.565 -2.422
H 3.080 -3.419 -2.003
H 5.100 -2.077 -1.344
H 4.778 -0.216 0.301
H 2.553 0.248 1.194
S 2.520 -0.432 7.743
N 1.805 -1.680 7.028
C 1.333 -1.296 5.850
C 0.686 -2.118 4.877
C 0.452 -3.487 5.060
C -0.128 -4.205 4.037
C -0.456 -3.543 2.853
N -0.230 -2.258 2.668
C 0.321 -1.524 3.648
C 0.556 -0.118 3.389
N 0.176 0.389 2.193
C 0.455 1.658 1.928
C 1.079 2.522 2.824
C 1.449 2.038 4.060
C 1.205 0.691 4.352
C 1.604 0.079 5.584
N 2.265 0.650 6.584
H 0.739 -3.946 5.995
H -0.314 -5.264 4.135
H -0.909 -4.072 2.026
H 0.179 2.021 0.949
H 1.272 3.544 2.543
H 1.926 2.661 4.800
C 3.200 -0.465 -6.482
C 2.898 -1.303 -5.246
C 1.604 -0.890 -4.553
N 1.778 0.397 -3.915
C 1.088 0.822 -2.878
S -0.226 -0.074 -2.295
N 1.360 2.019 -2.288
C 2.045 3.174 -2.755
O 1.676 4.227 -2.309
C 3.169 3.005 -3.698
C 3.276 3.871 -4.788
C 4.371 3.788 -5.631
C 5.380 2.872 -5.373
C 5.295 2.030 -4.274
C 4.192 2.085 -3.440
H 4.098 -0.837 -6.966
H 3.370 0.582 -6.239
H 2.385 -0.528 -7.198
H 3.719 -1.228 -4.530
H 2.804 -2.347 -5.541
H 1.323 -1.617 -3.783
H 0.784 -0.822 -5.276
H 2.483 1.007 -4.318
H 0.699 2.265 -1.556
H 2.496 4.594 -4.973
H 4.450 4.448 -6.482
H 6.249 2.830 -6.011
H 6.094 1.336 -4.062
H 4.135 1.442 -2.571
N -2.099 1.004 0.040
C -2.397 2.000 1.000
C -2.521 1.581 2.324
C -2.813 2.478 3.333
C -2.959 3.790 2.970
C -2.832 4.264 1.694
C -2.552 3.349 0.684
S -3.258 5.045 4.337
O -3.378 4.197 5.486
O -4.447 5.633 3.790
O -2.002 5.728 4.149
H -1.912 1.386 -0.883
H -2.888 0.368 -0.038
H -2.372 0.539 2.553
H -2.920 2.173 4.359
H -2.954 5.315 1.493
H -2.478 3.692 -0.339
```

charge	+2
multiplicity	6
ΔE to the lowest compared entry with this formula, charge and spin	0.0	kcal per mole
frontier orbital gap (alpha / beta)	6.1 / 4.5	eV